Record 1
Molecular formula: CH3O2S2
Method: DFT, ωB97M-V/def2-TZVPD

```
! RIJCOSX wB97M-V def2-TZVPD def2/J DEFGRID3
* xyz -1 1
C 1.820 -0.825 0.750
O 1.810 -0.137 -1.833
O 1.020 -2.151 0.488
S 2.128 2.096 0.290
S 2.563 0.094 -0.422
H 2.564 -1.269 1.335
H 1.040 -0.211 1.354
H 1.394 -1.784 -0.680
*
```

## Properties
**Energy relative to the best compared isomer or geometry (same formula, charge and spin)**: 3.914 eV
**LUMO level**: 3.7 eV
**HOMO**: -3.893 eV
**Maximum force**: 0.15930 hartree/bohr

---

Record 2
Molecular formula: CH3O3
Method: DFT, ωB97M-V/def2-TZVPD

```
! RIJCOSX wB97M-V def2-TZVPD def2/J DEFGRID3
* xyz -1 1
O 1.822 -0.146 -2.423
H 1.534 0.528 -3.080
H 1.170 -0.073 -1.690
O -0.852 -0.120 0.604
O -1.339 -1.061 2.582
C -1.075 -0.079 1.808
H -1.260 0.951 2.199
*
```

## Properties
**Energy relative to the best compared isomer or geometry (same formula, charge and spin)**: 0.656 eV
**LUMO level**: 3.8 eV
**HOMO**: -3.853 eV
**Maximum force**: 0.05825 hartree/bohr

---

Record 3
Molecular formula: CH3O4P
Method: DFT, ωB97M-V/def2-TZVPD

```
! RIJCOSX wB97M-V def2-TZVPD def2/J DEFGRID3
* xyz 0 1
C 0.000 0.322 -0.093
O 4.576 -0.102 0.376
O 3.659 0.946 0.542
O 3.690 -1.059 -0.236
O 1.273 -0.212 0.365
P 2.609 0.178 -0.591
H -0.600 -0.586 -0.287
H 0.382 1.064 -0.961
H -0.495 0.890 0.778
*
```

## Properties
**Energy relative to the best compared isomer or geometry (same formula, charge and spin)**: 7.317 eV
**LUMO level**: 0.1 eV
**HOMO**: -9.622 eV
**Maximum force**: 0.06037 hartree/bohr